Entry 1:
Molecular formula: C7H16O2PSi
Method: DFT, the ωB97M-V functional and the def2-TZVPD basis

```
27
Properties=species:S:1:pos:R:3:forces:R:3:mulliken_charge:R:1
C -2.572175 -0.783950 1.581109 -4.0 -0.6 0.3 -0.242
H 2.015067 2.731410 0.895725 -0.5 -1.2 -0.4 0.348
H 0.535429 1.950194 1.536826 0.3 -0.1 -1.1 0.307
H 3.658086 -0.022713 -1.566305 0.4 0.5 -0.2 0.354
H -0.095277 1.501760 -2.387217 0.8 -0.4 -0.3 0.316
H 1.720912 1.213206 -3.009531 -1.4 0.1 1.0 0.274
P -0.138825 -1.848081 1.607650 0.7 1.2 -0.1 -0.134
H 3.016197 -1.339943 -0.742052 -0.4 -2.9 0.1 0.436
C -2.887462 0.263530 0.416846 -0.1 -0.1 4.2 -0.977
H 1.974504 1.321318 1.872837 1.3 -1.2 1.2 0.439
C 0.994621 1.491538 -2.171450 1.3 1.1 1.7 -1.161
O -1.315111 -0.662699 2.072207 1.2 0.1 0.3 -0.263
C 3.169145 -0.337157 -0.660217 -0.7 3.5 1.1 -1.295
C 0.274300 -0.974006 -0.261346 -0.3 0.3 2.3 0.237
H -2.423968 -0.072186 -0.459961 0.7 0.2 -1.3 0.209
Si 1.432834 0.508698 -0.390513 -0.2 -0.8 -3.1 0.497
H -3.398888 -0.751175 2.483220 1.8 0.9 -1.7 0.264
C 1.511988 1.722667 1.027614 -1.4 2.1 0.2 -1.201
H -2.879894 -1.833143 1.272170 1.1 1.0 -0.3 0.275
H 3.714310 -0.070088 0.261053 0.3 -0.4 -0.5 0.258
H -0.421406 -1.237190 -2.173963 -0.6 -0.3 -1.0 0.363
O -0.990780 -3.051296 1.324913 0.0 -0.7 -0.7 -0.644
H 1.230825 2.588887 -1.924776 -0.2 -1.3 -0.4 0.306
H -3.938837 0.356214 0.386827 -1.5 -0.4 -0.7 0.446
H -1.053089 -2.329931 -0.691616 -1.2 -1.6 -0.6 0.489
C -0.475043 -1.589511 -1.169391 1.7 1.6 0.7 -1.109
H -2.657462 1.253648 0.869343 0.8 -0.4 -0.9 0.205
```
Positions in Å, forces in eV/Å.

Output
Gap between HOMO and LUMO   6.5393 eV
SMILES   C=C(P([O-])OCC)[Si](C)(C)C
ΔE to the lowest compared entry with this formula, charge and spin   15.3 kcal/mol
2S+1   1
HOMO   -3.06 eV
Charge   -1


Entry 2:
Molecular formula: C7H16S
Method: DFT, the ωB97M-V functional and the def2-TZVPD basis

```
24
Properties=species:S:1:pos:R:3:forces:R:3:mulliken_charge:R:1
C -3.074969 0.516250 0.170413 -0.1 -0.1 -0.1 -1.331
H 0.613633 0.405033 2.530824 -0.1 0.1 0.1 0.297
H 3.314163 -0.199642 -0.401552 0.0 0.1 -0.1 0.293
H 1.339181 -2.603028 -0.472822 0.2 -0.1 0.1 0.241
H -3.690532 -0.380568 0.103628 0.0 -0.1 0.0 0.357
H 0.039029 -1.515472 -3.485856 0.0 -0.1 -0.1 0.415
H 2.944554 -1.253773 0.956267 0.0 0.0 0.0 0.317
H 1.106042 0.367095 0.850088 0.1 0.1 -0.2 -0.264
H -3.639416 1.264305 0.725363 0.0 0.0 0.0 0.377
H 3.902422 -1.873119 -0.356158 0.1 0.0 -0.1 0.379
H -0.885126 -0.674033 -2.287575 0.0 0.0 0.1 0.204
S -0.834309 1.747241 1.122742 0.0 0.0 0.0 -0.132
C -1.747614 0.210577 0.832930 0.1 0.0 0.1 0.016
H -0.458478 -2.381379 -2.025971 0.0 0.0 0.1 0.296
H -1.138913 -0.431706 0.195453 0.0 0.0 0.0 -0.031
C 0.725920 1.015738 1.633086 0.0 -0.3 0.2 -0.296
C -0.101945 -1.427558 -2.408716 -0.1 0.2 -0.2 -1.218
H -1.884448 -0.299796 1.787426 0.0 0.0 0.0 0.331
C 3.057841 -1.221039 -0.131183 0.0 -0.2 0.3 -1.266
H -2.924600 0.880865 -0.843298 0.0 0.1 -0.1 0.334
C 1.805756 -1.676602 -0.806054 -0.5 0.1 -0.2 -0.026
H 1.602046 -0.056165 -2.077013 -0.1 0.1 -0.1 0.271
H 1.439131 1.802207 1.861938 0.0 0.1 -0.1 0.356
C 1.166599 -0.997114 -1.753841 0.3 -0.1 0.3 0.080
```
Positions in Å, forces in eV/Å.

Output
Gap between HOMO and LUMO   9.4048 eV
SMILES   C/C=C/C.CCSC
ΔE to the lowest compared entry with this formula, charge and spin   13.1 kcal/mol
2S+1   1
HOMO   -8.36 eV
Charge   0


Entry 3:
Molecular formula: C7H17AlFO3
Method: DFT, the ωB97M-V functional and the def2-TZVPD basis

```
29
Properties=species:S:1:pos:R:3:forces:R:3:mulliken_charge:R:1
C -1.471229 -1.917102 0.409155 0.1 -0.3 -0.1 -0.666
F 4.916185 -1.485892 -1.215269 0.0 -0.1 0.0 -0.296
H -5.123759 -0.205876 3.047618 0.0 0.0 -0.1 0.307
O -3.756348 -0.593552 0.818160 0.0 0.0 0.2 -0.572
H -2.010780 -2.761801 0.840178 -0.1 0.0 0.0 0.340
H -1.866116 -1.672404 -0.572130 -0.1 0.1 0.0 0.299
H 6.229256 -0.207645 -1.983443 0.3 0.0 -0.1 0.264
O -1.555281 -0.793776 1.295289 -0.1 0.0 0.2 -0.276
C 5.161795 -0.398683 -2.055962 -0.1 0.0 0.5 -0.319
H -4.256522 0.539956 4.389180 0.0 0.1 0.0 0.284
H 2.004977 -1.869214 -1.465988 0.1 -0.1 0.1 -0.204
H -3.602393 2.443404 2.897191 0.1 0.0 0.0 0.291
H 4.972506 1.677790 -1.905534 0.2 0.2 0.0 0.309
H -5.675135 1.345487 3.692640 0.0 0.0 0.0 0.346
H 0.441524 0.144064 -0.908916 0.0 0.2 0.1 -0.166
C -3.897335 1.479164 2.485412 -0.2 0.2 0.1 -0.203
C -2.756360 -0.254392 1.403597 0.2 0.1 -0.3 0.763
C 4.355066 0.811813 -1.660288 -0.2 0.2 -0.4 -0.454
Al 1.512059 -0.424024 -1.992677 -0.1 0.0 -0.2 -0.137
C 3.009754 0.917930 -2.391225 0.0 -0.6 0.6 -0.950
C -4.793660 0.745451 3.462014 0.0 -0.2 0.0 -1.081
H 0.697615 -0.682309 -3.390317 0.0 0.1 -0.1 -0.224
H 3.228445 0.862110 -3.452861 0.0 0.1 -0.4 0.324
H 4.248570 0.816240 -0.583136 -0.1 -0.1 0.4 0.320
O -2.673874 0.779553 2.256137 0.0 -0.1 0.1 -0.357
H -4.404358 1.659947 1.537776 0.0 -0.1 0.0 0.313
H 4.894401 -0.693315 -3.059305 0.0 -0.3 -0.4 0.229
H 2.590299 1.901432 -2.206670 -0.2 0.4 0.0 0.340
H -0.419300 -2.164357 0.309374 0.1 0.2 0.1 0.172
```
Positions in Å, forces in eV/Å.

Output
Gap between HOMO and LUMO   7.6076 eV
ΔE to the lowest compared entry with this formula, charge and spin   1.0 kcal/mol
2S+1   1
HOMO   -4.68 eV
Charge   -1


Entry 4:
Molecular formula: C7H17BN2O2S
Method: DFT, the ωB97M-V functional and the def2-TZVPD basis

```
30
Properties=species:S:1:pos:R:3:forces:R:3:mulliken_charge:R:1
S 0.476440 -1.664244 -2.036787 -0.3 -0.2 -0.6 -0.335
H -1.879303 -0.686629 -1.969304 -0.2 -0.6 0.0 0.213
C 1.532160 -0.194786 1.473172 0.1 0.8 0.7 0.278
O -1.050820 2.049372 -2.389536 -0.3 -0.1 0.5 -0.676
N 2.549223 0.658986 -0.656125 -0.7 0.1 0.3 -0.624
H -2.888866 -1.291549 0.302238 0.1 -0.4 0.0 0.382
C 2.884622 -0.177809 2.227384 -0.4 0.5 0.1 -1.599
C 1.707965 -0.383818 -0.061251 0.2 0.0 2.0 -0.179
H -4.055322 -0.604106 -0.823526 -0.2 0.2 0.1 0.410
C 0.637059 -1.270448 2.122983 -0.6 -0.1 -1.2 -1.127
H 2.126965 1.582872 -0.548252 0.1 -0.2 0.0 0.248
H 1.075444 -2.269387 1.970708 0.0 0.3 0.3 0.332
H -0.299557 1.886059 -1.788407 -0.5 -0.1 -0.6 0.315
H 3.307687 -1.177612 2.263104 0.1 -0.2 -0.1 0.362
H 3.603465 0.499475 1.789535 0.2 0.0 -0.4 0.422
C -3.156580 -0.402183 -0.250969 0.0 0.4 0.6 -1.429
H -3.218426 2.359525 -3.288945 -0.3 -0.3 0.3 0.303
H -3.340414 0.369752 0.516447 -0.2 -0.2 -0.4 0.353
H 1.035034 0.793140 1.614090 0.3 -0.3 0.1 0.259
C 0.386213 -0.604487 -0.782991 -0.3 -0.4 -0.7 0.081
H 2.290675 -1.303861 -0.130159 -0.3 -0.1 -0.4 0.422
C -2.041338 0.026095 -1.160978 0.9 -0.1 -0.9 -0.139
N -0.749114 0.058299 -0.474406 0.3 0.7 1.3 0.123
B -2.170741 1.301205 -2.069997 -0.5 0.9 -0.4 0.573
H 2.791576 0.177475 3.266676 -0.4 -0.3 -0.3 0.385
H 0.414876 -1.097518 3.177885 0.4 0.1 -0.1 0.383
H -0.847202 0.563330 0.411142 0.8 -0.3 -0.4 0.315
O -3.392333 1.637226 -2.658176 1.4 0.0 0.1 -0.573
H 2.606451 0.458116 -1.643525 0.2 0.1 -0.3 0.339
H -0.335838 -1.292490 1.597971 0.3 -0.1 0.4 0.186
```
Positions in Å, forces in eV/Å.

Output
Gap between HOMO and LUMO   8.5928 eV
SMILES   CC(C)[C@H](N)C(=S)N[C@@H](C)B(O)O
ΔE to the lowest compared entry with this formula, charge and spin   0.2 kcal/mol
2S+1   1
HOMO   -8.27 eV
Charge   0